No. 1
Computed, not measured: C27H28Cl2CsN7O8S7 as an isolated structure, with ωB97M-V/def2-TZVPD.

2S+1: 1
Frontier orbital gap, eV: 3.876
F_max, eV Å⁻¹: 0.5
Net charge: -2
Energy above the lowest of the compared OMol25 structures with the same formula, charge and spin, kJ/mol: 0.00

```
80
Properties=species:S:1:pos:R:3:forces:R:3:lowdin_charge:R:1
Cs 0.2407 -0.6471 0.2861 -0.4 -0.3 -0.1 0.889
Cl 3.0351 -3.1253 0.5736 0.1 0.0 0.0 0.508
Cl 1.5502 -3.3794 -1.9501 0.1 0.0 0.0 0.524
S -0.3581 -1.3197 -3.6950 0.0 0.0 0.0 0.370
S -4.0538 1.4556 -7.3087 0.1 0.2 0.0 0.314
S -4.0865 0.8030 -4.3828 0.0 0.1 0.0 0.819
S -1.8132 0.0724 -5.8689 0.0 0.1 0.0 0.837
S -3.2453 -0.3692 -1.7925 -0.1 0.0 0.0 0.412
S 3.2062 2.9796 -3.9419 -0.1 0.0 0.0 0.567
S 4.1295 0.8002 1.8948 0.0 0.0 0.0 0.599
O 0.8047 2.2997 1.9347 0.0 -0.1 0.0 -0.001
O 4.5039 -0.1938 2.8667 0.0 0.0 0.0 -0.311
O 0.5572 1.4215 -1.7100 0.1 0.2 0.0 -0.048
O -3.5977 1.6037 2.8292 0.0 0.0 0.0 0.094
O -3.0253 -0.0652 1.4905 0.1 0.1 0.1 0.074
O -0.0934 -2.3709 3.3364 0.1 -0.1 0.1 0.003
O 4.8969 0.7704 0.6568 0.0 0.0 0.0 -0.348
O 0.2552 3.4337 -2.6508 0.2 0.0 -0.1 0.077
N 4.1406 2.6088 -1.4838 0.0 0.0 0.1 0.103
N 3.3913 0.7302 -2.5155 0.0 0.0 0.0 -0.072
N -1.6659 1.8662 -0.1143 0.2 0.2 0.2 0.141
N -1.0533 -3.7317 0.1495 -0.1 0.0 0.0 0.002
N 2.5641 0.8557 1.6016 0.1 0.0 0.1 -0.146
N -2.3056 -2.4750 2.8691 0.0 0.0 0.0 0.164
N 2.8584 -0.0569 -3.5460 0.0 0.0 0.0 0.037
C -0.0601 2.4475 -1.8157 0.0 0.0 0.1 -0.465
C 5.1545 4.3888 3.5913 0.0 0.0 0.0 -0.091
C -1.7399 -3.4916 -0.9687 0.0 0.0 -0.1 -0.181
C -3.8234 -6.6280 -1.4248 0.0 0.0 0.0 -0.056
C -2.1311 -5.8673 0.2852 0.0 0.0 0.0 -0.046
C 5.3693 3.1079 3.0953 0.0 0.0 0.0 -0.043
C -3.4249 3.3436 0.5593 -0.1 0.0 0.0 -0.010
C -2.8785 -0.0870 -3.4657 0.0 0.1 0.1 -1.212
C -3.0346 4.2752 -0.3872 0.0 0.0 0.0 -0.041
C 3.0062 2.9677 2.6108 0.0 0.0 0.0 -0.132
C 2.7880 4.2412 3.1033 0.0 0.0 0.0 -0.010
C -1.5577 -1.0381 4.6844 0.0 0.0 0.0 0.000
C 3.5794 2.0423 -2.5669 0.0 0.0 -0.1 -0.887
C 3.8782 4.9491 3.5945 0.0 0.0 0.0 -0.086
C -2.7024 2.1617 0.6573 0.0 0.0 -0.1 -0.217
C -1.2689 2.7865 -0.9824 -0.1 -0.1 -0.2 -0.159
C -1.2615 -4.9050 0.7583 0.0 0.0 0.0 -0.177
C 4.2720 2.4242 2.6101 0.0 0.0 0.0 -0.213
C -3.3266 0.8598 -5.9122 -0.2 -0.4 -0.1 -1.569
C 2.2161 -4.2236 -0.5594 0.0 0.0 0.0 -1.007
C -1.2331 -2.0146 3.5758 0.0 0.0 -0.1 -0.612
C -2.8563 -5.6133 -0.8813 0.0 0.0 0.0 -0.274
C 1.9929 2.0088 2.0160 0.0 0.0 0.0 -0.558
C -2.6511 -4.3965 -1.5045 0.0 0.0 0.0 0.000
C -1.9274 4.0002 -1.1639 0.0 0.0 0.0 0.027
C -1.7762 -0.4407 -4.1875 0.1 0.1 0.0 -1.200
C -3.0992 1.1142 1.6565 -0.1 0.0 0.0 -0.447
H 4.2948 3.5977 -1.5184 0.0 0.0 0.0 0.078
H 5.9891 4.9607 3.9782 0.0 0.0 0.0 0.095
H 1.3962 -4.6866 -0.0227 0.0 0.0 0.0 -0.005
H -3.3158 -7.5699 -1.6439 0.0 0.0 0.0 0.076
H -1.5704 4.6903 -1.9126 0.0 0.0 0.0 0.118
H 3.0313 0.4453 -4.4119 0.0 0.0 0.0 0.031
H -4.3079 3.5091 1.1643 0.0 0.0 0.0 0.115
H 1.8368 -0.1142 -3.4419 0.0 0.0 0.0 -0.027
H 6.3560 2.6635 3.0866 0.0 0.0 0.0 0.116
H 1.7887 4.6567 3.0912 0.0 0.0 0.0 0.116
H -1.8736 -0.0897 4.2448 0.0 0.0 0.0 0.070
H 2.9443 -4.9519 -0.8971 0.0 0.0 0.0 0.018
H -2.2520 -6.8010 0.8231 0.0 0.0 0.0 0.103
H -0.6683 -0.8770 5.2868 0.0 0.0 0.0 0.079
H -4.2904 -6.2695 -2.3408 0.0 0.0 0.0 0.074
H 3.7398 5.9508 3.9830 0.0 0.0 0.0 0.095
H -0.7033 -5.0635 1.6774 0.0 0.0 0.0 0.109
H -3.5884 5.1960 -0.5163 0.0 0.0 0.0 0.106
H 3.6952 0.2172 -1.7003 0.0 0.0 0.0 0.136
H -2.0532 -2.8904 1.9800 0.0 0.0 0.0 0.061
H -3.0940 -1.8484 2.8024 0.0 0.0 0.0 0.080
H -3.1831 -4.1181 -2.4052 0.0 0.0 0.0 0.121
H 4.3991 2.0640 -0.6662 0.0 0.0 0.0 0.050
H -4.6114 -6.8405 -0.6992 0.0 0.0 0.0 0.077
H -3.4344 2.5541 2.8643 0.0 0.0 0.0 0.096
H 1.0892 3.1921 -3.1314 -0.1 0.0 0.0 0.011
H -2.3762 -1.4071 5.3036 0.0 0.0 0.0 0.077
H -1.5777 -2.5489 -1.4844 0.0 0.0 0.0 -0.016
```
Forces are in eV/Å.


No. 2
Computed, not measured: a 14-piece molecular cluster, C27H28Cl52FO6P overall, with ωB97M-V/def2-TZVPD.

2S+1: 1
Frontier orbital gap, eV: 8.726
F_max, eV Å⁻¹: 0.7

```
115
Properties=species:S:1:pos:R:3:forces:R:3:lowdin_charge:R:1
Cl 3.0238 7.2080 1.9536 0.0 0.0 0.0 0.521
Cl 4.1967 1.4524 2.9614 -0.1 0.0 0.1 0.510
Cl -0.6850 -1.2019 -3.7280 0.1 0.1 -0.1 0.573
Cl 4.6572 6.4706 -1.5076 0.0 0.0 0.0 0.522
Cl 7.8122 -7.6337 -2.4802 0.0 0.0 0.0 0.519
Cl 3.8315 14.8549 0.5076 0.0 0.0 0.0 0.525
Cl 3.0264 -2.6684 -2.4014 0.0 0.0 0.0 0.523
Cl 4.1005 9.5332 0.6198 -0.1 -0.2 0.0 0.486
Cl -6.6451 1.6412 -1.3476 0.1 0.0 0.0 0.535
Cl 5.2425 12.5769 1.5634 0.0 0.1 0.0 0.506
Cl 5.5752 8.2855 2.7537 0.0 0.1 0.1 0.511
Cl 1.6022 0.2494 3.3300 -0.1 0.0 0.0 0.581
Cl 0.9666 -4.2919 8.7901 0.0 0.0 0.0 0.526
Cl -4.5379 2.8105 -2.9553 -0.1 0.0 0.1 0.504
Cl -9.1010 0.5948 -9.1102 0.0 0.0 0.0 0.532
Cl -10.5122 4.0552 -3.7343 0.0 0.0 0.0 0.509
Cl -6.9159 0.1821 -7.2719 0.0 0.0 0.0 0.522
Cl 0.3521 -6.5000 7.0398 0.0 0.0 0.0 0.521
Cl 6.3902 5.5940 0.6286 0.0 0.0 -0.1 0.505
Cl -1.3798 2.4289 -3.6889 0.1 -0.1 0.0 0.482
Cl 1.8819 2.6320 1.7385 -0.2 0.0 0.0 0.506
Cl 4.5885 -5.0185 -1.7967 0.0 0.0 -0.1 0.524
Cl 7.4265 -10.2749 -1.3847 0.0 0.0 0.0 0.525
Cl -11.2631 6.5276 -5.0177 0.0 0.0 0.0 0.531
Cl -8.9662 2.1143 -6.6628 -0.1 0.0 -0.1 0.482
Cl -8.4981 5.7092 -4.9582 0.0 0.1 -0.1 0.506
Cl 1.1048 -2.6613 -5.4462 0.0 0.0 0.0 0.518
Cl -1.7463 -2.8171 -5.8634 0.0 0.0 0.0 0.530
Cl 2.7317 -6.5702 8.6684 0.0 0.0 0.0 0.528
Cl -7.1648 2.4121 -4.0789 0.1 -0.1 0.1 0.477
Cl 2.2131 2.7635 4.6046 0.0 0.0 0.0 0.546
Cl -0.3310 -0.3767 -6.4707 0.0 0.0 0.0 0.529
Cl 3.1568 9.7231 3.3537 0.0 0.0 0.0 0.522
Cl 4.0761 4.0378 -0.0816 0.1 0.0 0.0 0.469
Cl 5.4973 -9.1800 -3.2290 0.0 0.0 0.0 0.521
Cl 2.3811 12.4379 1.1015 0.0 0.1 0.0 0.501
Cl -7.0852 2.6321 -8.7825 0.0 0.0 0.0 0.529
Cl 3.4264 14.0480 3.2478 0.0 0.0 0.0 0.522
Cl 6.3373 4.1617 -1.8809 0.0 0.0 0.0 0.522
Cl -6.7604 4.4281 -2.0746 0.0 0.0 0.1 0.520
Cl 4.9553 -3.6507 -4.3090 0.0 0.0 0.0 0.533
Cl 2.5619 -4.7547 6.4341 0.1 0.0 0.0 0.564
Cl 5.8424 -2.4213 -1.8527 0.0 -0.1 -0.1 0.513
Cl -9.7975 6.5793 -2.5353 0.0 0.0 0.0 0.519
Cl -1.3064 4.9937 -2.3765 0.0 0.0 0.0 0.525
Cl 1.1279 3.5028 -2.7676 0.1 0.0 0.0 0.525
Cl 7.7759 2.2111 0.9672 0.0 0.0 0.0 0.521
Cl 6.8348 -0.2026 2.2274 0.2 -0.1 0.0 0.526
Cl 8.5803 -0.3656 -0.0620 0.0 0.0 0.0 0.535
Cl -0.2085 4.6967 -5.0276 0.0 0.0 0.0 0.535
Cl 5.8507 0.5455 -0.3685 0.0 0.1 0.0 0.498
Cl 5.7138 -8.1057 -0.5637 0.0 0.0 0.1 0.506
P -3.6694 -0.7398 0.2281 -0.4 0.1 0.0 1.040
F -0.7497 -0.9481 -0.5031 0.0 0.0 0.0 -0.061
O -2.4528 -0.3987 3.7824 0.0 -0.1 0.0 0.162
O -2.0150 -1.8750 2.1818 0.0 0.4 -0.2 0.023
O -2.4125 -4.4578 1.1405 0.0 -0.2 -0.3 -0.124
O -4.0778 -1.8129 3.1261 -0.2 0.0 -0.3 0.077
O -0.3733 -4.6812 2.6554 0.0 0.2 0.1 -0.137
O 2.5303 -3.9566 2.5241 -0.2 -0.1 -0.2 -0.131
C 1.6563 -5.5276 7.7350 0.0 0.0 0.0 -2.055
C 6.6138 -8.8007 -1.9149 0.0 0.0 0.0 -2.066
C 0.4701 -4.2670 3.7204 -0.4 -0.2 -0.4 -0.209
C 2.9282 -3.3281 1.3212 0.1 0.3 -0.1 -0.261
C -2.7386 -5.0568 2.3742 0.4 -0.2 0.2 -0.152
C -1.5729 1.2032 1.0337 0.1 0.3 -0.7 -0.151
C 1.4765 -3.2857 3.1880 0.3 0.1 0.5 -0.226
C -8.0167 1.3787 -7.9602 0.0 0.0 0.0 -2.055
C -3.2279 -3.3980 0.7103 -0.2 0.0 0.4 -0.203
C -1.0440 -3.2072 -1.1240 0.0 -0.1 0.1 -0.040
C 5.3672 5.0649 -0.7123 0.0 0.0 0.0 -2.040
C 2.4742 1.7753 3.1670 0.0 0.0 0.0 -2.022
C -1.1303 -2.2009 0.0092 0.2 -0.3 0.3 -0.293
C -10.0170 5.7203 -4.0635 0.0 0.0 0.0 -2.058
C -2.8329 -1.2648 3.0560 0.2 0.1 0.4 -0.633
C -6.2723 2.8200 -2.6128 -0.1 0.0 0.0 -2.026
C 7.2657 0.5458 0.6877 -0.1 0.1 0.0 -2.034
C 3.7201 13.4739 1.6035 0.0 0.0 0.0 -2.052
C -0.4383 3.9080 -3.4655 0.0 0.0 0.0 -2.054
C -1.4394 -5.5187 3.0609 0.3 0.3 -0.4 -0.164
C 3.7898 -2.0751 1.5510 -0.1 -0.3 -0.3 -0.097
C -2.4500 -2.0747 0.7999 0.0 -0.4 -0.5 -0.434
C 3.9584 8.6919 2.1673 0.1 -0.1 0.0 -2.038
C -3.4926 -0.7473 -1.5974 -0.2 0.2 0.1 -0.279
C 4.6065 -3.4426 -2.5901 0.0 0.0 0.1 -2.034
C -3.0446 0.9489 0.6893 0.2 -0.1 0.5 -0.377
C -0.4134 -1.7621 -5.3784 0.0 0.0 0.0 -2.035
H -0.1428 -3.7774 4.4891 0.1 0.0 0.1 0.133
H 3.4285 -1.2432 0.9449 0.1 0.1 0.0 0.058
H 3.7616 -1.7789 2.5981 0.0 0.0 0.0 0.051
H -2.6056 -0.2140 -1.9314 0.1 -0.1 0.0 -0.001
H -0.2314 -2.8693 -1.7679 0.0 -0.3 0.1 0.029
H -1.1216 0.4070 1.6156 -0.1 0.1 0.2 0.037
H -0.8132 -4.1913 -0.7180 0.0 0.1 0.0 0.095
H -3.6573 1.2448 1.5448 0.0 0.0 0.0 0.063
H -0.3668 -2.4756 0.7407 0.0 0.1 0.0 0.128
H 1.8814 -2.7238 4.0418 0.0 0.0 -0.1 0.104
H 4.8194 -2.2829 1.2613 0.1 0.1 0.1 0.039
H 0.9763 -2.5685 2.5295 0.0 -0.1 -0.1 0.099
H -4.3759 -0.2264 -1.9728 0.0 0.0 0.0 -0.002
H 2.0455 -3.0675 0.7242 -0.1 -0.1 0.1 0.098
H -1.9467 -3.3055 -1.7228 0.0 0.2 -0.1 0.065
H -0.9879 1.2998 0.1183 0.0 -0.1 0.0 0.057
H -3.3636 -5.9349 2.1788 -0.2 0.1 0.2 0.127
H -4.1400 -3.3322 1.3041 0.1 0.1 0.1 0.113
H -3.5246 -1.7570 -2.0009 0.1 0.0 0.0 0.033
H -3.2558 -4.3648 3.0406 -0.1 0.1 -0.2 0.118
H -4.7147 -1.1949 2.7369 -0.1 0.0 0.2 0.105
H -1.4780 2.1565 1.5564 0.0 -0.1 0.2 0.073
H -1.5573 -5.4448 4.1455 -0.2 -0.2 0.0 0.116
H -1.2030 -6.5499 2.7805 0.0 0.0 0.1 0.126
H -3.5547 -3.5734 -0.3185 0.2 0.0 -0.1 0.122
H 3.4782 -4.0685 0.7405 0.0 -0.1 0.1 0.082
H -3.3633 1.5991 -0.1316 0.0 -0.1 0.0 0.057
H 0.9754 -5.1396 4.1444 0.1 0.1 0.1 0.090
```
Forces are in eV/Å.


No. 3
Computed, not measured: an isolated ion of composition C27H28F2NO and charge +1 in a non-equilibrium geometry, with ωB97M-V/def2-TZVPD.

2S+1: 1
Frontier orbital gap, eV: 7.668
F_max, eV Å⁻¹: 2.2
Net charge: +1
SMILES: Cc1ccc(C(CC(c2ccccc2)=[N+]2CCOCC2)c2ccc(C)c(F)c2)cc1F
Energy above the lowest of the compared OMol25 structures with the same formula, charge and spin, kJ/mol: 0.00

```
59
Properties=species:S:1:pos:R:3:forces:R:3:lowdin_charge:R:1
F 4.0825 2.0302 -4.9452 -0.8 -0.6 0.8 0.062
F 7.9135 1.7033 -1.0302 -0.9 -0.7 0.6 0.063
O 0.0165 -1.7066 3.5633 -0.3 1.0 -0.5 -0.106
N 1.1846 0.3456 2.1304 1.7 1.0 -0.8 0.059
C 1.9854 -0.7932 -4.0104 0.1 0.5 0.0 -0.015
C 5.7600 0.6999 -0.8858 -0.2 0.3 0.2 0.065
C 6.2277 0.2171 1.8272 0.2 0.3 -0.3 -0.028
C 6.9476 1.0764 -0.2755 0.2 0.1 -0.4 -0.190
C 8.4728 1.4108 1.6494 0.4 0.2 0.4 -0.031
C 4.7066 0.2413 -0.0747 0.5 -0.3 0.1 -0.151
C 2.0713 1.1508 1.5555 -1.7 -0.8 0.3 -0.092
C 2.1385 4.5081 3.2585 0.2 -0.1 0.0 -0.056
C -0.3498 -1.6298 2.1856 -0.3 -0.2 0.7 -0.165
C 2.3222 1.0937 0.0715 -0.3 1.3 0.4 -0.056
C 3.2570 0.0604 -0.5245 0.6 -1.0 -0.8 -0.220
C 0.9012 0.5663 3.5697 0.2 -0.1 0.9 -0.069
C 3.7189 2.2064 3.1615 -0.4 -0.3 -0.4 -0.023
C 3.3222 4.4342 4.0014 0.0 -0.1 -0.1 -0.051
C 2.6211 0.1676 -4.8070 0.2 -0.1 0.2 -0.210
C 4.9986 -0.0940 1.2529 -0.1 0.2 -0.1 -0.068
C 3.3944 1.1293 -4.1684 0.2 0.3 -0.1 -0.191
C 7.2038 0.8897 1.0748 -0.2 -0.3 0.0 -0.208
C 2.5660 2.2908 2.3552 0.6 1.0 0.7 -0.194
C -0.1041 -0.4098 4.1511 -0.2 -0.5 -0.1 -0.164
C 0.6219 -0.7932 1.3685 0.2 -0.6 -0.2 -0.069
C 3.0364 0.1173 -2.0341 -0.6 0.3 0.3 -0.194
C 2.1854 -0.8159 -2.6338 0.4 0.0 -0.1 -0.030
C 1.8095 3.4879 2.3690 0.1 -0.7 0.0 -0.027
C 4.1402 3.3039 3.9039 -0.3 0.2 0.1 -0.046
C 3.5182 1.1934 -2.7864 0.3 -0.2 -0.3 0.025
C 2.5091 0.1692 -6.2905 -0.2 -0.1 -0.7 -0.033
H 1.3271 -1.5139 -4.4891 0.1 0.1 0.1 0.120
H 0.9303 3.5657 1.7239 0.2 0.1 0.3 0.130
H 8.4969 1.2299 2.7247 0.1 0.0 0.0 0.080
H 3.4222 -0.2071 -6.7765 -0.2 0.2 0.2 0.100
H 0.1033 -0.4270 0.4679 0.3 0.0 0.3 0.143
H -1.3614 -1.1987 2.0622 0.2 -0.4 0.3 0.136
H 1.6819 -1.5612 -2.0140 0.3 0.0 -0.2 0.114
H 1.4329 -1.4643 1.0396 -0.1 0.6 0.2 0.134
H 4.2727 1.2674 3.2022 -0.1 0.5 -0.1 0.094
H 3.5984 5.2499 4.6734 -0.1 -0.2 -0.3 0.118
H 0.1312 -0.5567 5.2135 -0.4 0.3 -0.3 0.144
H -1.1159 0.0175 4.0083 0.2 -0.5 0.2 0.136
H 1.4648 5.3567 3.3757 0.3 -0.1 -0.2 0.117
H 9.3613 0.9467 1.2031 -0.2 0.1 0.0 0.098
H 4.2235 -0.5862 1.8520 0.2 0.1 -0.1 0.120
H 0.5303 1.5934 3.7197 0.3 -0.4 -0.2 0.144
H 8.5502 2.4930 1.4804 0.0 -0.2 0.0 0.096
H -0.3095 -2.6720 1.8456 -0.3 0.4 -0.2 0.144
H 2.7445 2.0821 -0.1728 -0.2 -0.3 0.0 0.150
H 2.3082 1.1703 -6.6962 0.1 -0.3 0.2 0.093
H 4.0372 2.0343 -2.3191 -0.1 -0.4 -0.3 0.135
H 1.8323 0.4627 4.1537 -0.2 0.1 -0.6 0.146
H 6.4209 0.0090 2.8861 0.0 0.0 -0.4 0.125
H 1.6873 -0.4902 -6.5798 0.1 0.1 -0.1 0.082
H 5.6722 0.8162 -1.9631 0.0 0.1 0.4 0.119
H 2.9796 -0.9480 -0.1872 -0.1 0.2 -0.2 0.129
H 1.3428 1.0361 -0.4379 0.3 -0.1 0.2 0.146
H 5.0910 3.2590 4.4378 -0.4 0.0 0.0 0.119
```
Forces are in eV/Å.